ORCA calculation (the ωB97M-V functional and the def2-TZVPD basis) on C2H2N4O2 in the gas phase at a distorted geometry.

Last columns: bonded neighbours and bond lengths (Å).
Geometry (Å):
1 C -0.26433 -0.03355 -0.29086  C2 1.544, N5 1.248, O10 1.301
2 C 0.89089 0.96265 -0.05116  C1 1.544, H4 1.065, N6 1.232
3 H -3.21367 0.07350 0.69981  O9 1.131
4 H 0.48259 1.94477 -0.00514  C2 1.065
5 N -1.46367 0.30342 -0.22318  C1 1.248, O9 1.378
6 N 2.08693 0.66586 -0.05229  C2 1.232, N7 1.295
7 N 2.33788 -0.59413 0.11114  N6 1.295, N8 1.227
8 N 1.52146 -1.49861 -0.03330  N7 1.227, O10 1.430
9 O -2.50218 -0.54952 0.08034  H3 1.131, N5 1.378
10 O 0.12411 -1.27438 -0.23536  C1 1.301, N8 1.430

Summary:
* multiplicity: 1
* structure (SMILES): O/N=c1/cnnno1
* LUMO level: -1.1 eV
* molecular weight: 114.064 g mol⁻¹
* HOMO energy: -9.77 eV
* energy above the lowest of the compared OMol25 structures with the same formula, charge and spin: 190.5 kcal/mol